No. 1
This record from OMol25 describes C14H19BeN2O4S2 as an isolated structure. The level of theory is ωB97M-V with the def2-TZVPD basis set.

Summary:
- ΔE to the lowest compared entry with this formula, charge and spin: 0.0 kJ/mol
- Net charge: +1
- E_LUMO: -2.79 eV
- Highest occupied orbital energy: -10.491 eV
- Spin multiplicity: 1
- Gap between HOMO and LUMO: 7.7 eV

Element x y z (Å)
1 S -2.0637 5.2866 -3.2521
2 S -0.6454 -1.5043 3.4008
3 O 0.1871 -5.5175 -0.7578
4 O 0.3989 -2.2563 2.5412
5 O -0.0267 6.7748 -4.0030
6 O -0.3134 -3.7183 0.4053
7 N 1.9832 -2.6470 0.2363
8 N 1.7706 -3.8855 -0.3873
9 C -0.4540 6.1569 -3.0768
10 C -2.3642 3.3961 -1.2602
11 C 1.1262 -6.2563 -1.5630
12 C -0.6392 0.1939 -0.3985
13 C 0.1823 6.1183 -1.7121
14 C -2.0426 2.2185 -0.6037
15 C -0.3099 -0.8225 0.1805
16 C -1.0261 1.3968 -1.0847
17 C -0.0386 0.1699 3.5014
18 C -0.6918 2.9276 -2.9253
19 C -0.3621 1.7594 -2.2619
20 C 0.5181 -4.3740 -0.2368
21 C -1.6793 3.7666 -2.4111
22 C -0.2531 -2.0770 5.0386
23 Be 0.2159 -2.2500 0.9379
24 H 0.2277 5.1069 -1.3142
25 H -0.4396 6.7132 -1.0410
26 H -0.9663 -1.6347 5.7334
27 H 2.2036 -1.9316 -0.4508
28 H 2.5200 -4.3765 -0.8449
29 H 1.1779 6.5523 -1.7642
30 H 0.9132 0.1927 4.0293
31 H -2.5814 1.9370 0.2916
32 H 1.9611 -6.6039 -0.9542
33 H 0.0664 0.5115 2.4719
34 H -3.1493 4.0373 -0.8809
35 H 2.7261 -2.7112 0.9257
36 H 0.7685 -1.7979 5.2881
37 H 0.5742 -7.1099 -1.9358
38 H -0.7905 0.7659 4.0196
39 H -0.1901 3.1944 -3.8468
40 H 1.4687 -5.6524 -2.4031
41 H 0.4064 1.1087 -2.6577
42 H -0.3689 -3.1587 5.0262



No. 2
This record from OMol25 describes one molecule with the formula C8H11NO3. The level of theory is ωB97M-V with the def2-TZVPD basis set.

Summary:
- ΔE to the lowest compared entry with this formula, charge and spin: 415.3 kJ/mol
- E_LUMO: 0.43 eV
- Highest occupied orbital energy: -9.119 eV
- Spin multiplicity: 1
- Gap between HOMO and LUMO: 9.5 eV

Element x y z (Å)
1 O 2.2270 1.7653 0.5602
2 O 1.3410 2.4286 2.3980
3 O 1.2575 -0.1145 -2.3150
4 N 2.2286 1.2575 -0.7343
5 C -0.7393 -0.5474 -0.5233
6 C -0.1256 -0.1715 0.5997
7 C 1.6167 0.5158 -1.4377
8 C 0.4024 -1.1046 1.6299
9 C -0.1895 1.2676 1.0486
10 C -1.2272 0.5102 -1.5339
11 C 1.2038 1.8496 1.3809
12 C -0.9963 -1.9063 -0.8659
13 H 0.8227 -1.9763 1.1088
14 H -1.2261 -2.4847 0.0080
15 H -2.3542 0.9076 -1.3850
16 H -0.3488 -1.6025 2.1660
17 H -1.1320 0.0669 -2.5305
18 H -0.5010 1.2905 -1.4268
19 H 1.0682 -0.6474 2.3742
20 H -1.9150 -2.1093 -1.4044
21 H -0.6881 1.2662 2.0557
22 H -0.5000 1.9207 0.2504
23 H -0.2249 -2.3820 -1.4234



No. 3
This record from OMol25 describes an isolated ion of composition CFO5S and charge -1. The level of theory is ωB97M-V with the def2-TZVPD basis set.

Summary:
- ΔE to the lowest compared entry with this formula, charge and spin: 10.6 kJ/mol
- Net charge: -1
- E_LUMO: 3.70 eV
- Highest occupied orbital energy: -5.595 eV
- Spin multiplicity: 1
- Gap between HOMO and LUMO: 9.3 eV

Element x y z (Å)
1 S -0.7564 -1.3998 1.1528
2 F 0.7870 2.1205 0.1111
3 O 0.9088 0.5021 -2.0046
4 O -0.3253 -0.9570 -0.8336
5 O -1.8230 -0.4799 1.5216
6 O 0.1060 0.8805 0.0996
7 O 0.4932 -1.1931 1.8660
8 C 0.2905 0.1162 -1.0533



No. 4
This record from OMol25 describes C42H35AsF6N9O2S2W as an isolated structure. The level of theory is ωB97M-V with the def2-TZVPD basis set.

Summary:
- <S²>: 0.7592
- ΔE to the lowest compared entry with this formula, charge and spin: 100.9 kJ/mol
- Net charge: +2
- E_LUMO (alpha / beta): -6.75 / -7.05 eV
- Highest occupied orbital energy (alpha / beta): -13.104 / -13.266 eV
- Spin multiplicity: 2
- Gap between HOMO and LUMO (alpha / beta): 6.4 / 6.2 eV

Element x y z (Å)
1 W 0.1712 -0.0334 -0.6257
2 As 2.4519 -0.0083 -3.8694
3 S -1.7098 -0.5976 -2.2738
4 S -0.2674 2.1357 -1.9805
5 F 0.7739 -0.2681 -4.1899
6 F 2.5917 -1.6466 -3.4277
7 F 3.9321 0.3201 -3.1004
8 F 2.1357 1.6747 -3.9291
9 F 3.0048 -0.1641 -5.4426
10 F 1.7148 0.2284 -1.8428
11 O 0.4985 -1.8436 -1.5264
12 O -0.7707 -1.4767 0.4206
13 N 1.9085 -0.9779 0.5835
14 N -2.2379 3.1259 -3.3856
15 N -3.2645 0.6241 -4.0008
16 N 3.4692 0.7640 0.0738
17 N -0.0667 -2.9146 -1.1104
18 N -0.8017 -2.6925 -0.1202
19 N -0.5069 3.0793 1.0164
20 N -1.5515 0.9494 0.5234
21 N 1.1892 1.5185 0.3500
22 C -3.5996 1.7689 -4.8585
23 C -2.5520 -4.4989 2.5739
24 C 4.1009 -2.6282 1.1197
25 C -3.8042 0.6622 1.3518
26 C -2.9724 -1.2746 -5.5764
27 C -2.3396 0.7334 -3.0802
28 C 4.1373 5.1064 0.4395
29 C -1.6170 4.4510 -3.2166
30 C -1.4455 -2.2865 -7.6730
31 C -2.7105 0.2400 0.6539
32 C -3.0936 4.8007 -1.1723
33 C -3.5478 3.0262 -4.0375
34 C 0.6874 2.7676 0.6918
35 C 1.7671 5.1038 0.9685
36 C -2.7325 -5.7371 1.9768
37 C -2.5517 6.4955 0.4445
38 C -2.0394 -2.2817 -5.3453
39 C -3.3952 5.4922 -0.0085
40 C 1.7685 3.7548 0.6580
41 C 2.9762 5.7737 0.8376
42 C -1.6509 -4.9658 -0.0310
43 C -1.6995 2.0610 -2.8406
44 C -3.7619 1.9031 1.9898
45 C -2.3907 -1.2990 -7.9165
46 C -2.6296 2.6525 1.8466
47 C 1.7699 -2.1674 1.2138
48 C 4.2743 -1.3830 0.5719
49 C 4.1359 3.7435 0.1739
50 C 2.5860 1.6693 0.1857
51 C -2.2838 -5.9695 0.6813
52 C -1.2774 -2.7842 -6.3903
53 C -1.9317 5.0885 -1.8805
54 C -1.0764 6.0769 -1.4100
55 C -1.9182 -3.4740 1.8847
56 C -3.7853 -0.7039 -4.4389
57 C -1.4778 -3.7404 0.5981
58 C -1.5298 2.1773 1.1056
59 C 2.8156 -3.0028 1.5063
60 C 2.9207 3.0918 0.2841
61 C -1.3978 6.7912 -0.2650
62 C 3.1720 -0.5466 0.3709
63 C -3.1549 -0.8002 -6.8740
64 H 0.7763 -2.4348 1.5239
65 H -3.6845 3.9054 -4.6603
66 H -1.7697 -2.5052 2.3382
67 H -4.6037 2.2682 2.5643
68 H -1.2997 -5.1316 -1.0409
69 H 5.0619 5.6642 0.3562
70 H -1.9145 -2.6848 -4.3489
71 H -0.5549 -3.5686 -6.2033
72 H -0.1652 6.3089 -1.9529
73 H -0.5400 4.3485 -3.3534
74 H 4.9466 -3.2836 1.2851
75 H 5.2470 -0.9829 0.3245
76 H 3.0309 6.8321 1.0604
77 H 0.8657 5.6004 1.2996
78 H -4.6036 1.6106 -5.2445
79 H -2.8015 7.0548 1.3370
80 H -2.5443 -0.9307 -8.9229
81 H -2.7535 -0.7080 0.1555
82 H -2.5181 3.6342 2.2832
83 H -2.9017 1.7923 -5.6981
84 H -4.3353 3.0207 -3.2818
85 H -3.9200 -0.0591 -7.0866
86 H 2.6223 -3.9350 2.0179
87 H -4.8201 -0.5316 -4.7331
88 H -3.7823 4.0363 -1.5153
89 H -2.4288 -6.9380 0.2204
90 H -0.7402 7.5823 0.0739
91 H -0.8519 -2.6796 -8.4888
92 H -4.6764 0.0246 1.3939
93 H 5.0378 3.2129 -0.1022
94 H -2.9024 -4.3247 3.5834
95 H -4.3057 5.2647 0.5317
96 H -3.7876 -1.3606 -3.5713
97 H -3.2288 -6.5298 2.5219
98 H -1.9876 5.0593 -4.0420



No. 5
This record from OMol25 describes a 2-piece molecular cluster, C2H6ClFN2 overall. The level of theory is ωB97M-V with the def2-TZVPD basis set.

Summary:
- ΔE to the lowest compared entry with this formula, charge and spin: 69.1 kJ/mol
- E_LUMO: -0.91 eV
- Highest occupied orbital energy: -9.494 eV
- Spin multiplicity: 1
- Gap between HOMO and LUMO: 8.6 eV

Element x y z (Å)
1 Cl 2.2276 0.2154 -0.9526
2 F -3.0895 0.9753 -1.0851
3 N 0.6046 -0.3638 0.2598
4 N -0.4494 1.6403 -0.1684
5 C 0.9226 -1.6239 0.6088
6 C -0.2954 0.4596 0.4288
7 H 0.3406 1.8700 -0.6979
8 H -2.2176 0.6763 -0.8626
9 H 1.9510 -2.0688 0.2047
10 H 0.0611 -2.3557 0.3661
11 H -1.0632 2.3291 0.1891
12 H 1.0076 -1.7537 1.7094



No. 6
This record from OMol25 describes a 2-piece molecular cluster, C2H4N2S2 overall. The level of theory is ωB97M-V with the def2-TZVPD basis set.

Summary:
- ΔE to the lowest compared entry with this formula, charge and spin: 509.1 kJ/mol
- E_LUMO: -0.78 eV
- Highest occupied orbital energy: -8.816 eV
- Spin multiplicity: 1
- Gap between HOMO and LUMO: 8.0 eV

Element x y z (Å)
1 S 0.1789 -0.8348 -0.5234
2 S -2.4358 0.4200 -0.0149
3 N 1.5501 1.4698 -0.1031
4 N 2.2675 0.3875 0.4233
5 C 1.8409 -0.7818 0.2552
6 C -1.0703 -0.4280 0.6511
7 H -0.8555 -0.7054 2.1440
8 H 1.0369 1.2885 -1.0130
9 H 2.2631 2.0980 -0.4234
10 H 2.3197 -1.7857 0.2259



No. 7
This record from OMol25 describes C2HFOTm as an isolated structure. The level of theory is ωB97M-V with the def2-TZVPD basis set.

Summary:
- <S²>: 2.2134
- ΔE to the lowest compared entry with this formula, charge and spin: 576.6 kJ/mol
- Net charge: +1
- E_LUMO (alpha / beta): -6.53 / -6.34 eV
- Highest occupied orbital energy (alpha / beta): -13.180 / -13.384 eV
- Spin multiplicity: 3
- Gap between HOMO and LUMO (alpha / beta): 6.6 / 7.0 eV

Element x y z (Å)
1 Tm 0.6017 1.9521 -0.8523
2 F -1.8474 1.2918 -0.3509
3 O 1.0864 -1.0194 -0.3076
4 C 0.1746 -0.6805 0.6032
5 C -0.4448 0.4491 0.6852
6 H 0.4294 -1.9932 0.2223



No. 8
This record from OMol25 describes a 2-piece molecular cluster, F2H3N2PS overall. The level of theory is ωB97M-V with the def2-TZVPD basis set.

Summary:
- <S²>: 2.0088
- ΔE to the lowest compared entry with this formula, charge and spin: 0.0 kJ/mol
- E_LUMO (alpha / beta): 0.44 / -3.04 eV
- Highest occupied orbital energy (alpha / beta): -7.632 / -9.804 eV
- Spin multiplicity: 3
- Gap between HOMO and LUMO (alpha / beta): 8.1 / 6.8 eV

Element x y z (Å)
1 S 0.4169 -2.1231 0.1290
2 P -0.3859 -0.1864 0.0614
3 F -0.3274 0.4990 1.5725
4 F -3.5579 -0.1453 -0.4157
5 N 2.0649 0.9303 0.2224
6 N 1.1975 0.2658 -0.4038
7 H -2.9584 -0.6978 -0.8957
8 H 1.8168 1.6063 0.9302
9 H 1.7335 -0.1487 -1.2003